1.
{
  "formula": "C22H17N6O8S3W",
  "method": "wB97M-V/def2-TZVPD",
  "elements": ["W", "O", "N", "N", "O", "C", "C", "C", "C", "C", "C", "H", "H", "H", "H", "H", "O", "C", "O", "C", "C", "C", "C", "C", "C", "S", "H", "H", "H", "H", "N", "C", "C", "C", "C", "C", "C", "S", "O", "O", "N", "C", "S", "C", "C", "N", "H", "H", "H", "H", "H", "H", "H", "H", "O", "N", "O"],
  "positions_angstrom": [[-0.1852, 0.3167, -0.9121], [-1.4436, 1.5610, 0.0154], [-1.0826, 2.0750, 1.1493], [0.0382, 1.6920, 1.5556], [0.7524, 0.8155, 0.8498], [0.6036, 2.2809, 2.7063], [1.9551, 2.6074, 2.6769], [2.5138, 3.2476, 3.7661], [1.7378, 3.5305, 4.8813], [0.3902, 3.1928, 4.9006], [-0.1932, 2.5788, 3.8066], [2.5431, 2.3687, 1.8027], [3.5555, 3.5287, 3.7380], [2.1867, 4.0075, 5.7398], [-0.2100, 3.4074, 5.7710], [-1.2358, 2.3077, 3.8031], [-1.2283, -0.9033, 0.9422], [-0.8113, -1.6918, 0.0723], [0.3602, -1.4348, -0.4186], [-1.5809, -2.8072, -0.5168], [-2.3964, -3.6464, 0.2363], [-3.1621, -4.6112, -0.4005], [-3.1530, -4.7101, -1.7837], [-2.3620, -3.8621, -2.5423], [-1.5588, -2.9219, -1.9176], [-0.5426, -1.8600, -2.9242], [-2.4034, -3.5495, 1.3104], [-3.7851, -5.2755, 0.1794], [-3.7702, -5.4418, -2.2824], [-2.3732, -3.9118, -3.6181], [2.1799, 1.9109, -7.7258], [2.3994, 1.3303, -6.5227], [3.4283, 1.7886, -5.6829], [3.6270, 1.2288, -4.4409], [2.8018, 0.1962, -4.0186], [1.7861, -0.2801, -4.8321], [1.5840, 0.2764, -6.0738], [2.9692, -0.4501, -2.3901], [2.4951, -1.7909, -2.2843], [4.2154, -0.0535, -1.8092], [1.7531, 0.4176, -1.5595], [1.9006, 1.7300, -1.3892], [3.3572, 2.6352, -1.3118], [2.4034, 4.0444, -0.9315], [1.0887, 3.7479, -0.8908], [0.7829, 2.4286, -1.1555], [2.8368, 2.5744, -8.0932], [1.5122, 1.5085, -8.3600], [4.0725, 2.5818, -6.0275], [4.4251, 1.5605, -3.7962], [1.1856, -1.1064, -4.4877], [0.8062, -0.1055, -6.7174], [2.8751, 4.9914, -0.7691], [0.2819, 4.4268, -0.6799], [-0.4883, 0.7105, -2.7422], [-1.4769, -0.2583, -2.7279], [-1.9151, -0.2891, -1.4268]],
  "relative_energy_kcal_mol": 74.90,
  "total_charge": 1,
  "homo_ev": -10.8,
  "multiplicity": 1,
  "homo_lumo_gap_ev": 6.272
}

2.
{
  "formula": "C22H18BN2O6OsS4",
  "method": "wB97M-V/def2-TZVPD",
  "elements": ["Os", "C", "C", "N", "N", "C", "S", "S", "C", "C", "C", "C", "C", "C", "C", "C", "C", "C", "C", "C", "C", "O", "H", "H", "H", "H", "H", "H", "H", "H", "H", "H", "H", "H", "H", "H", "O", "B", "O", "C", "C", "C", "C", "C", "C", "H", "H", "H", "H", "O", "S", "O", "O", "S"],
  "positions_angstrom": [[2.1603, 1.1890, 1.3803], [1.5059, -2.2589, 0.6946], [0.8051, -1.1793, 1.4687], [0.5316, -0.0150, 0.8736], [-0.7038, 0.5475, 1.1768], [-0.7769, 1.8277, 1.2172], [0.5386, 2.9346, 1.2306], [-2.3838, 2.5594, 1.2986], [-3.4318, 1.1671, 0.7924], [-3.3643, 0.8700, -0.6793], [-4.1084, 1.6241, -1.5831], [-4.0472, 1.3660, -2.9443], [-3.2325, 0.3468, -3.4216], [-2.4855, -0.4076, -2.5287], [-2.5531, -0.1495, -1.1666], [0.3964, -1.3629, 2.8186], [-0.0564, -2.5720, 3.3774], [-0.3560, -2.6608, 4.7096], [-0.1581, -1.5286, 5.5304], [0.3415, -0.3575, 5.0287], [0.6664, -0.2374, 3.6510], [1.2483, 0.8258, 3.2195], [0.9487, -2.4695, -0.2208], [1.5837, -3.1614, 1.2983], [2.5023, -1.9507, 0.3934], [-4.4381, 1.4820, 1.0745], [-3.1512, 0.3037, 1.3896], [-4.7358, 2.4282, -1.2129], [-4.6320, 1.9636, -3.6329], [-3.1731, 0.1486, -4.4849], [-1.8324, -1.1902, -2.8945], [-1.9549, -0.7224, -0.4688], [-0.2117, -3.4253, 2.7264], [-0.7415, -3.5805, 5.1291], [-0.3942, -1.5922, 6.5862], [0.5218, 0.5037, 5.6592], [2.4572, -0.2481, -1.3428], [1.8065, 0.7787, -0.6268], [0.9408, 1.4667, -1.5029], [1.0190, 0.8194, -2.6966], [0.3365, 1.0794, -3.8610], [0.5978, 0.2403, -4.9479], [1.5082, -0.8050, -4.8517], [2.2005, -1.0553, -3.6628], [1.9324, -0.2236, -2.6024], [-0.3792, 1.8884, -3.9154], [0.0770, 0.4071, -5.8828], [1.6874, -1.4367, -5.7126], [2.9183, -1.8603, -3.5755], [3.8077, 1.9999, 0.2690], [4.5783, 1.6500, 1.5551], [3.6328, 2.2513, 2.5791], [5.9382, 2.0770, 1.5777], [4.1127, -0.2954, 1.7139]],
  "relative_energy_kcal_mol": 24.75,
  "total_charge": -1,
  "homo_ev": [-4.7, -4.7],
  "multiplicity": 1,
  "homo_lumo_gap_ev": [6.469, 6.469]
}

3.
{
  "formula": "C22H18BrNOS6Y",
  "method": "wB97M-V/def2-TZVPD",
  "elements": ["Y", "C", "C", "C", "C", "C", "C", "C", "H", "H", "H", "H", "H", "H", "H", "H", "O", "C", "S", "C", "C", "S", "S", "S", "S", "C", "C", "C", "C", "C", "C", "S", "H", "H", "H", "H", "C", "C", "C", "C", "C", "Br", "N", "C", "H", "H", "H", "H", "H", "H"],
  "positions_angstrom": [[-1.0248, 0.8085, 0.0415], [4.3974, -0.7984, 3.3342], [3.0498, -0.1714, 3.5769], [1.9535, -0.9433, 3.9467], [0.7026, -0.3672, 4.1316], [0.5362, 0.9981, 3.9579], [1.6259, 1.7799, 3.5962], [2.8693, 1.1981, 3.4029], [4.3692, -1.8729, 3.5152], [5.1579, -0.3642, 3.9863], [4.7169, -0.6361, 2.3025], [2.0740, -2.0138, 4.0752], [-0.1501, -0.9849, 4.3793], [-0.4433, 1.4422, 4.0822], [1.4977, 2.8422, 3.4336], [3.7065, 1.8117, 3.0893], [1.0274, 3.5444, -4.9409], [0.6449, 3.3957, -3.8027], [1.7099, 3.0750, -2.4349], [0.4759, 2.9392, -1.1839], [-0.8139, 3.1121, -1.5880], [-2.2768, 3.0396, -0.6270], [-1.0464, 3.4473, -3.3109], [1.0697, 2.5266, 0.4042], [-2.1712, -0.2462, 2.1789], [-3.5423, -1.0605, 1.3994], [-4.6866, -1.2694, 2.1769], [-5.7975, -1.9284, 1.6821], [-5.7867, -2.3975, 0.3737], [-4.6663, -2.1944, -0.4113], [-3.5336, -1.5297, 0.0704], [-2.1464, -1.3466, -1.0111], [-4.6849, -0.8971, 3.1940], [-6.6661, -2.0728, 2.3134], [-6.6471, -2.9148, -0.0338], [-4.6480, -2.5499, -1.4344], [0.8482, -0.0156, -5.4349], [1.1504, -0.3606, -4.0056], [2.2773, -1.0752, -3.6222], [2.5220, -1.3395, -2.2831], [1.6148, -0.8546, -1.3623], [1.8208, -1.1836, 0.4884], [0.5433, -0.1581, -1.6967], [0.3083, 0.0675, -2.9897], [1.4296, -0.6339, -6.1184], [1.0848, 1.0323, -5.6324], [-0.2102, -0.1595, -5.6528], [2.9706, -1.4354, -4.3733], [3.3836, -1.9049, -1.9615], [-0.5964, 0.6199, -3.2211]],
  "relative_energy_kcal_mol": 0.00,
  "total_charge": -1,
  "homo_ev": -4.5,
  "multiplicity": 1,
  "homo_lumo_gap_ev": 6.795
}

4.
{
  "formula": "C22H18ClN11O4Ru",
  "method": "wB97M-V/def2-TZVPD",
  "elements": ["Ru", "Cl", "C", "C", "C", "C", "O", "C", "C", "N", "C", "C", "C", "C", "C", "C", "C", "C", "N", "C", "C", "H", "H", "H", "H", "H", "H", "H", "H", "H", "H", "N", "C", "N", "N", "N", "N", "C", "N", "N", "N", "N", "H", "C", "C", "C", "O", "C", "O", "O", "H", "H", "H", "H", "H", "H", "H"],
  "positions_angstrom": [[-0.4920, 0.1847, -0.1240], [5.1467, 1.0401, -4.7285], [3.7507, 1.1962, -3.7179], [3.0229, 2.3822, -3.7204], [1.9049, 2.4784, -2.9235], [1.4724, 1.4270, -2.0801], [0.4101, 1.6073, -1.3818], [2.2561, 0.2189, -2.0734], [1.9889, -0.9278, -1.2874], [1.1148, -1.0751, -0.3226], [0.9858, -2.2440, 0.3740], [1.8536, -3.3544, 0.3191], [1.5718, -4.4960, 1.0427], [0.4644, -4.5768, 1.8688], [-0.3858, -3.4740, 2.0215], [-1.4665, -3.4418, 2.9262], [-2.2218, -2.2883, 3.0281], [-1.9407, -1.2017, 2.2181], [-0.9307, -1.2134, 1.3290], [-0.1308, -2.3061, 1.2503], [3.3734, 0.1398, -2.9246], [3.3150, 3.2065, -4.3502], [1.3151, 3.3836, -2.9274], [2.6043, -1.7851, -1.5455], [2.7557, -3.3246, -0.2713], [2.2365, -5.3456, 0.9658], [0.2478, -5.4783, 2.4215], [-1.6582, -4.2993, 3.5541], [-3.0350, -2.2351, 3.7353], [-2.5363, -0.2976, 2.2761], [3.9494, -0.7744, -2.9367], [-3.3322, -0.5207, -2.3707], [-2.1381, -0.9685, -2.8602], [-1.9868, -1.6385, -4.0021], [-0.6888, -1.8892, -4.0702], [-0.0756, -1.4048, -3.0512], [-0.9497, -0.8107, -2.2523], [-3.4966, 0.0880, -1.1673], [-4.6918, 0.2969, -0.6212], [-4.4416, 0.9285, 0.5120], [-3.1841, 1.1137, 0.6720], [-2.5249, 0.5973, -0.3627], [-4.1684, -0.8190, -2.8493], [-0.6960, 2.1931, 3.1621], [-0.0822, 2.9106, 1.9671], [0.0523, 4.4136, 2.1739], [-0.8632, 2.6012, 0.8483], [1.4143, 2.2550, 1.7645], [2.3427, 2.9687, 2.0943], [1.3736, 1.1044, 1.3303], [-1.7656, 2.3929, 3.1831], [-0.2381, 2.5309, 4.0865], [-0.5431, 1.1203, 3.0567], [-0.8998, 4.8301, 2.4980], [0.3606, 4.9028, 1.2500], [0.8149, 4.6035, 2.9236], [-0.5342, 3.0747, 0.0694]],
  "total_charge": -1,
  "homo_ev": [-4.7, -5.3],
  "s_squared": 8.761,
  "multiplicity": 6,
  "homo_lumo_gap_ev": [5.626, 6.029]
}